The following is a quantum chemistry calculation of C61H55BrCaCl2N4O5SSi as an isolated structure, from the OMol25 dataset.

## Properties
- LUMO (eV) = 3.576
- DFT total energy (a.u.) = -7812.663944
- Kohn-Sham gap (eV) = 5.569
- energy above the lowest of the compared OMol25 structures with the same formula, charge and spin (kJ/mol) = 0.0
- F_max (eV Å⁻¹) = 0.771

The geometry in ORCA input format:
```
! wB97M-V def2-TZVPD RIJCOSX def2/J DEFGRID3
* xyz -2 1
Ca -0.621 -0.465 1.577
C -1.104 -2.484 5.953
C -0.739 -1.475 6.840
C -0.513 -0.205 6.340
C -0.620 0.042 4.964
C -0.896 -0.964 4.015
C -1.172 -2.219 4.592
C -0.486 1.448 4.480
C -0.730 2.543 5.372
C -0.662 3.820 4.924
C -0.333 4.069 3.570
C -0.246 5.367 3.017
C 0.069 5.536 1.699
C 0.317 4.408 0.886
C 0.229 3.144 1.394
C -0.109 2.943 2.755
N -0.206 1.665 3.214
H -1.326 -3.479 6.328
H -0.643 -1.673 7.902
H -0.230 0.582 7.032
H -1.467 -3.041 3.947
H -1.018 2.338 6.392
H -0.873 4.657 5.583
H -0.439 6.221 3.659
H 0.123 6.529 1.269
H 0.572 4.548 -0.157
H 0.412 2.276 0.772
Br -4.767 1.692 3.460
C -4.859 0.380 2.065
C -5.761 0.580 1.032
C -5.773 -0.381 0.031
C -4.903 -1.454 0.103
C -4.033 -1.530 1.187
N -4.031 -0.623 2.166
C -2.944 -2.586 1.223
O -3.206 -3.719 1.616
O -1.848 -2.143 0.765
H -6.403 1.448 1.013
H -6.450 -0.276 -0.810
H -4.858 -2.213 -0.666
C 1.994 -0.181 1.370
Si 3.018 -1.545 0.846
C 2.434 -3.165 1.657
N 1.060 -3.525 1.347
C 0.957 -4.142 0.030
C -0.305 -4.983 -0.080
C -0.231 -6.188 0.870
C 0.532 -5.811 2.149
C 0.382 -4.310 2.382
C 3.107 -1.690 -1.050
C 3.886 -2.663 -1.684
C 4.056 -2.682 -3.061
C 3.477 -1.689 -3.841
C 2.700 -0.713 -3.233
C 2.488 -0.734 -1.857
C 4.892 -1.561 1.314
C 5.899 -1.091 0.467
C 7.229 -1.030 0.864
C 7.597 -1.447 2.136
C 6.619 -1.917 3.002
C 5.293 -1.967 2.592
H 2.200 0.767 0.862
H 2.072 -0.028 2.454
H 2.489 -2.945 2.729
H 3.141 -4.002 1.473
H 1.841 -4.789 -0.164
H 0.985 -3.362 -0.736
H -0.445 -5.322 -1.110
H -1.167 -4.363 0.169
H 0.253 -7.037 0.374
H -1.247 -6.500 1.123
H 1.597 -6.053 2.049
H 0.159 -6.374 3.009
H 0.780 -4.005 3.350
H -0.681 -4.056 2.379
H 4.385 -3.416 -1.082
H 4.660 -3.454 -3.524
H 3.633 -1.674 -4.914
H 2.269 0.080 -3.835
H 1.850 0.012 -1.397
H 5.640 -0.762 -0.534
H 7.981 -0.655 0.178
H 8.633 -1.401 2.451
H 6.888 -2.241 4.001
H 4.551 -2.328 3.296
C -0.277 -3.210 -3.558
S -1.404 -2.553 -2.315
O -2.539 -3.519 -2.245
C -2.012 -1.179 -3.309
C -1.148 -0.201 -3.787
C -1.640 0.809 -4.597
C -2.998 0.863 -4.896
C -3.857 -0.096 -4.382
C -3.365 -1.128 -3.588
H -0.810 -3.342 -4.498
H 0.058 -4.169 -3.166
H 0.583 -2.549 -3.665
H -0.103 -0.225 -3.515
H -0.967 1.570 -4.975
H -3.382 1.667 -5.510
H -4.917 -0.046 -4.597
H -4.005 -1.906 -3.194
Cl 2.194 2.821 -1.788
C 1.708 3.402 -3.341
C 2.685 3.687 -4.280
C 2.324 4.209 -5.512
C 0.986 4.422 -5.797
C 0.017 4.100 -4.861
Cl -1.646 4.291 -5.326
C 0.338 3.584 -3.598
N -0.609 3.207 -2.666
C -1.528 4.087 -2.078
C -1.370 5.468 -2.128
C -2.252 6.298 -1.454
C -3.288 5.754 -0.709
C -3.444 4.375 -0.673
C -2.593 3.527 -1.367
C -2.797 2.040 -1.365
C -1.808 1.312 -0.457
O -2.177 1.100 0.719
O -0.688 0.983 -0.928
H 3.720 3.511 -4.024
H 3.081 4.440 -6.249
H 0.672 4.812 -6.756
H -0.407 2.368 -2.106
H -0.532 5.890 -2.670
H -2.109 7.371 -1.491
H -3.964 6.392 -0.155
H -4.245 3.932 -0.092
H -2.692 1.656 -2.382
H -3.799 1.817 -0.999
*
```

=====

The following is a quantum chemistry calculation of one molecule with the formula C4H8N2, from the OMol25 dataset.

## Properties
- LUMO (eV) = 1.100
- DFT total energy (a.u.) = -266.585680
- Kohn-Sham gap (eV) = 10.358
- energy above the lowest of the compared OMol25 structures with the same formula, charge and spin (kJ/mol) = 357.9
- F_max (eV Å⁻¹) = 4.269

The geometry in ORCA input format:
```
! wB97M-V def2-TZVPD RIJCOSX def2/J DEFGRID3
* xyz 0 1
C 1.120 0.583 -1.282
C 0.327 -0.527 -0.725
N -1.151 -0.255 -0.760
N -1.557 -1.210 0.160
C -0.381 -0.497 0.591
C -0.348 0.561 1.724
H 0.426 0.923 -2.181
H 2.003 0.254 -1.686
H 1.163 1.394 -0.538
H 0.596 -1.522 -1.082
H -1.201 -2.150 -0.212
H 0.356 0.267 2.532
H -1.343 0.676 2.181
H -0.010 1.503 1.279
*
```

=====

The following is a quantum chemistry calculation of C20H52NO2OsP2Si4 as an isolated structure, from the OMol25 dataset.

## Properties
- LUMO (alpha / beta) (eV) = -2.476 / -5.824
- DFT total energy (a.u.) = -2929.497358
- Kohn-Sham gap (alpha / beta) (eV) = 4.458 / 5.074
- energy above the lowest of the compared OMol25 structures with the same formula, charge and spin (kJ/mol) = 85.9
- F_max (eV Å⁻¹) = 3.503

The geometry in ORCA input format:
```
! wB97M-V def2-TZVPD RIJCOSX def2/J DEFGRID3
* xyz 1 5
C -0.693 1.300 -5.375
C -0.804 0.982 -3.989
N 0.104 1.462 -3.039
C 0.947 2.407 -3.470
C 0.940 2.942 -4.760
C 0.127 2.357 -5.742
C -1.823 0.158 -3.518
P -2.024 -0.086 -1.708
Os 0.080 0.902 -0.865
P 2.156 1.943 -1.018
C 1.861 3.052 -2.457
O -0.670 -3.485 -5.995
O 1.223 -4.685 -2.087
H -1.345 0.761 -6.067
H 1.631 3.787 -4.896
H 0.196 2.736 -6.760
C -3.486 1.002 -1.426
C -2.717 -1.800 -1.672
H 2.845 3.244 -2.908
H 1.395 3.965 -2.037
H -1.464 -3.552 -5.519
H -2.606 -0.145 -4.237
C 2.624 2.984 0.304
C 3.560 0.864 -1.479
H 1.410 0.161 -1.394
H 0.358 -4.239 -1.912
H 1.392 -4.504 -3.010
H -0.104 -2.702 -5.707
H -0.266 2.292 -0.051
H 1.307 -0.003 -0.105
H -4.346 0.627 -2.007
H -3.752 0.999 -0.366
H -3.224 2.021 -1.749
H -3.685 -1.879 -2.199
H -2.007 -2.521 -2.106
H -2.905 -2.086 -0.634
H 4.419 1.523 -1.597
H 3.777 0.137 -0.687
H 3.398 0.308 -2.413
H 3.467 3.572 -0.069
H 1.767 3.616 0.551
H 2.916 2.374 1.156
C 3.142 0.185 2.556
Si 1.361 0.587 3.060
C 1.212 -0.117 4.808
C 1.018 2.421 3.370
Si -0.076 -0.083 1.271
Si 0.328 -2.490 1.682
C 0.390 -3.020 3.510
C -1.042 -3.611 0.994
C 2.008 -3.021 0.949
Si -2.132 0.482 2.232
C -2.144 0.423 4.112
C -2.439 2.261 1.701
C -3.496 -0.687 1.684
H 3.820 0.817 3.147
H 3.392 0.323 1.499
H 3.387 -0.854 2.815
H 1.733 0.608 5.451
H 0.180 -0.213 5.163
H 1.727 -1.079 4.902
H 1.385 3.090 2.586
H -0.046 2.635 3.531
H 1.542 2.675 4.302
H -0.296 -2.429 4.132
H 0.073 -4.077 3.553
H 1.408 -2.960 3.921
H -1.092 -3.584 -0.101
H -0.843 -4.655 1.294
H -2.030 -3.355 1.402
H 2.089 -2.793 -0.121
H 2.860 -2.560 1.468
H 2.128 -4.113 1.044
H -1.498 1.178 4.573
H -3.189 0.646 4.377
H -1.888 -0.566 4.509
H -2.533 2.378 0.615
H -3.384 2.569 2.173
H -1.639 2.931 2.035
H -3.671 -0.691 0.606
H -3.316 -1.716 2.023
H -4.405 -0.324 2.189
*
```

=====

The following is a quantum chemistry calculation of a 5-piece molecular cluster, C5H22N2O4S overall, from the OMol25 dataset.

## Properties
- LUMO (alpha / beta) (eV) = 2.947 / 2.853
- DFT total energy (a.u.) = -1012.275409
- Kohn-Sham gap (alpha / beta) (eV) = 2.096 / 8.908
- energy above the lowest of the compared OMol25 structures with the same formula, charge and spin (kJ/mol) = 0.0
- F_max (eV Å⁻¹) = 3.443

The geometry in ORCA input format:
```
! wB97M-V def2-TZVPD RIJCOSX def2/J DEFGRID3
* xyz -1 2
N 1.183 1.871 -0.318
C -0.098 1.185 -0.141
C -1.143 1.764 -1.077
S -0.686 2.259 -2.824
C -0.563 1.146 1.303
N -0.468 -0.176 1.967
C -0.366 0.031 3.405
C -1.368 -1.224 1.534
H 1.659 2.613 0.156
H 1.520 1.743 -1.259
H 0.074 0.124 -0.384
H -1.349 2.781 -0.673
H -2.055 1.153 -1.023
H -1.112 1.058 -3.348
H -0.219 1.994 1.881
H -1.687 1.233 1.324
H -0.327 -0.971 3.909
H 0.620 0.531 3.561
H -1.109 0.620 3.924
H -1.260 -1.356 0.449
H -0.915 -2.179 1.932
H -2.422 -1.287 1.823
H 0.917 -1.492 -0.679
H 2.443 -1.567 -0.744
O 1.635 -2.021 -1.022
H 1.676 -0.530 -3.700
H 1.564 -1.819 -2.666
O 1.499 -1.474 -3.596
H -0.696 -1.554 -2.763
H -2.141 -2.068 -2.357
O -1.467 -1.397 -2.193
H 1.885 -0.522 1.866
H 2.372 0.211 0.664
O 2.404 -0.678 1.068
*
```